A) Entry from the Open Molecules 2025 dataset: a gas-phase ion, C5H13NS (charge -1) (ωB97M-V with the def2-TZVPD basis set).

Calculated values
⟨S²⟩	0.751

Structure (ORCA input):
```
! RIJCOSX wB97M-V def2-TZVPD def2/J DEFGRID3
* xyz -1 2
C -1.038 -1.426 0.085
C -0.870 -0.840 1.468
S -1.677 0.773 1.701
C -0.393 -0.530 -0.967
N 1.028 -0.311 -0.658
C 1.856 0.122 -1.804
C 2.784 1.257 -1.473
H -0.754 -2.473 -0.049
H -2.104 -1.472 -0.219
H 0.174 -0.973 1.786
H -1.438 -1.469 2.184
H -2.792 0.954 2.543
H -0.959 0.400 -1.113
H -0.413 -1.114 -1.902
H 0.991 0.567 -0.135
H 1.260 0.432 -2.679
H 2.383 -0.783 -2.141
H 3.767 0.914 -1.133
H 2.219 1.960 -0.848
H 3.087 1.876 -2.326
*
```

=====

B) Entry from the Open Molecules 2025 dataset: 2 unconnected molecules or ions with the total composition C5H13NS (ωB97M-V with the def2-TZVPD basis set).

Calculated values
⟨S²⟩	0.750

Structure (ORCA input):
```
! RIJCOSX wB97M-V def2-TZVPD def2/J DEFGRID3
* xyz -1 2
C 0.524 -1.301 0.823
S 0.196 -0.389 2.345
C -1.463 -1.034 2.664
H -0.322 -1.230 0.130
H 0.719 -2.353 1.034
H 1.414 -0.921 0.322
H -1.737 -0.739 3.674
H -2.184 -0.626 1.956
H -1.448 -2.119 2.578
C 0.072 2.098 -0.665
C 0.616 1.247 -1.784
C -0.152 0.556 -2.617
N 0.300 -0.352 -3.580
H -0.999 1.934 -0.564
H 0.576 1.861 0.272
H 0.214 3.167 -0.865
H 1.696 1.184 -1.866
H -1.229 0.649 -2.582
H -0.396 -1.053 -3.800
H 1.193 -0.759 -3.334
*
```

=====

Which is most stable, and by how much? B), by 7.4 kcal/mol.

=====

A) Entry from the Open Molecules 2025 dataset: 2 unconnected molecules or ions with the total composition C8H12N4Si (ωB97M-V with the def2-TZVPD basis set).

Structure (ORCA input):
```
! RIJCOSX wB97M-V def2-TZVPD def2/J DEFGRID3
* xyz 0 1
C 0.729 0.488 3.218
C 1.150 -2.923 -1.294
C 0.393 -0.146 2.027
C 1.169 -1.533 -1.317
C -0.481 1.875 2.133
C -0.692 -2.334 -0.310
C 1.985 2.617 -2.407
C -2.786 0.248 -0.496
N 0.148 1.687 3.256
N -0.024 -3.400 -0.679
N -0.280 0.798 1.266
N -0.003 -1.173 -0.698
Si -0.842 0.362 -0.313
H 1.215 -0.036 3.997
H 2.037 -3.445 -1.548
H 0.950 -0.973 1.652
H 1.855 -0.884 -1.778
H -1.197 2.705 1.856
H -1.669 -2.332 0.120
H 2.313 3.332 -3.186
H 1.520 1.639 -2.676
H 2.063 2.821 -1.343
H -3.144 -0.635 -0.983
H -3.178 0.166 0.536
H -3.232 1.075 -1.032
*
```

=====

B) Entry from the Open Molecules 2025 dataset: C8H12N4Si in the gas phase (ωB97M-V with the def2-TZVPD basis set).

Structure (ORCA input):
```
! RIJCOSX wB97M-V def2-TZVPD def2/J DEFGRID3
* xyz 0 1
C 2.281 -0.632 -0.999
C -1.690 -1.033 -0.865
C 3.209 -1.472 -0.514
C -2.900 -1.568 -0.566
C 1.500 -0.300 0.119
C -1.411 -0.160 0.189
C -0.245 1.966 -1.486
C 0.027 2.165 1.773
N 1.930 -0.884 1.177
N -2.422 -0.229 1.097
N 2.999 -1.644 0.795
N -3.241 -1.102 0.619
Si -0.022 1.037 0.272
H 1.903 -0.386 -2.029
H -0.988 -1.288 -1.726
H 4.131 -1.937 -0.811
H -3.622 -2.327 -1.057
H -1.112 2.599 -1.337
H 0.650 2.512 -1.823
H -0.613 1.228 -2.129
H 0.763 1.651 2.546
H 0.369 3.167 1.681
H -0.965 2.180 2.254
H 3.478 -2.192 1.544
H -4.010 -1.351 1.278
*
```

=====

Which is most stable, and by how much? B), by 39.8 kcal/mol.